Record 1
Below is an isolated molecule of CHCl3, with properties calculated with the ωB97M-V functional and the def2-TZVPD basis.

**SMILES**: ClC(Cl)Cl
**Gap between HOMO and LUMO**: 11.9 eV

Geometry as ORCA input:
```
! RIJCOSX wB97M-V def2-TZVPD def2/J DEFGRID3
* xyz 0 1
Cl -24.39 9.48 0.48
C -24.88 8.48 -0.88
Cl -24.19 6.87 -0.74
Cl -24.42 9.23 -2.42
H -25.96 8.41 -0.88
*
```

Atomic partial charges in e from the Mulliken method, atoms 1 to 2: -0.112 0.066



Record 2
Below is an isolated ion of composition CHCl3 and charge +1, with properties calculated with the ωB97M-V functional and the def2-TZVPD basis.

**Gap between HOMO and LUMO (spin up / spin down)**: 12.7 / 5.6 eV

Geometry as ORCA input:
```
! RIJCOSX wB97M-V def2-TZVPD def2/J DEFGRID3
* xyz 1 2
C 13.95 -4.24 31.44
Cl 13.99 -3.42 32.90
Cl 14.27 -3.06 30.14
Cl 12.43 -5.16 31.13
H 14.76 -4.97 31.45
*
```

Atomic partial charges in e from the Mulliken method, atoms 1 to 2: 0.153 0.159



Record 3
Below is a 2-piece molecular cluster, CHCl3FOP overall, with properties calculated with the ωB97M-V functional and the def2-TZVPD basis.

**Gap between HOMO and LUMO (spin up / spin down)**: 6.9 / 8.4 eV

Geometry as ORCA input:
```
! RIJCOSX wB97M-V def2-TZVPD def2/J DEFGRID3
* xyz 0 1
C 1.48 0.39 0.34
O -1.16 -0.90 -1.73
F 2.49 0.39 1.32
P -1.08 -0.70 -0.29
Cl -2.46 -2.05 0.56
Cl 0.99 2.01 0.01
Cl -1.94 1.07 0.33
H 1.67 -0.21 -0.54
*
```

Atomic partial charges in e from the Mulliken method, atoms 1 to 2: -0.055 -0.431



Record 4
Below is an isolated molecule of CHCl3OS, with properties calculated with the ωB97M-V functional and the def2-TZVPD basis.

**Gap between HOMO and LUMO (spin up / spin down)**: 6.2 / 7.1 eV

Geometry as ORCA input:
```
! RIJCOSX wB97M-V def2-TZVPD def2/J DEFGRID3
* xyz 0 3
C -0.91 -0.77 -0.29
O -0.96 -3.07 0.91
S -0.17 -2.57 -0.20
Cl 0.13 0.43 -1.06
Cl -2.63 -0.36 -0.70
Cl 1.66 -2.02 0.51
H -0.89 -0.81 0.78
*
```

Atomic partial charges in e from the Mulliken method, atoms 1 to 2: -0.033 -0.342



Record 5
Below is a 2-piece molecular cluster, CHCl3S overall, with properties calculated with the ωB97M-V functional and the def2-TZVPD basis.

**Gap between HOMO and LUMO (spin up / spin down)**: 7.9 / 7.2 eV

Geometry as ORCA input:
```
! RIJCOSX wB97M-V def2-TZVPD def2/J DEFGRID3
* xyz 0 3
C -1.00 0.13 0.05
S -0.62 1.45 0.90
Cl 1.94 -0.79 0.04
Cl -0.88 0.02 -1.63
Cl -1.84 -1.21 0.77
H 2.40 0.39 -0.14
*
```

Atomic partial charges in e from the Mulliken method, atoms 1 to 2: 0.269 -0.031



Record 6
Below is a 2-piece molecular cluster, CHCl5NP overall, with properties calculated with the ωB97M-V functional and the def2-TZVPD basis.

**Gap between HOMO and LUMO (spin up / spin down)**: 8.7 / 5.9 eV

Geometry as ORCA input:
```
! RIJCOSX wB97M-V def2-TZVPD def2/J DEFGRID3
* xyz 0 1
C 0.70 -0.89 1.81
N 0.13 0.83 -2.53
P -0.17 0.48 -1.04
Cl -0.97 -0.99 1.72
Cl 1.38 0.64 2.28
Cl 1.64 -2.20 2.17
Cl -2.24 -0.26 -1.14
Cl -0.15 2.23 -0.15
H -0.32 0.16 -3.12
*
```

Atomic partial charges in e from the Mulliken method, atoms 1 to 2: 0.269 -0.490



Record 7
Below is a 2-piece molecular cluster, CHCl6P2 overall, with properties calculated with the ωB97M-V functional and the def2-TZVPD basis.

**Gap between HOMO and LUMO (spin up / spin down)**: 7.1 / 7.1 eV

Geometry as ORCA input:
```
! RIJCOSX wB97M-V def2-TZVPD def2/J DEFGRID3
* xyz 1 1
C 0.68 -0.36 1.09
P -0.54 1.70 -0.22
P 0.39 -1.62 -0.07
Cl 0.97 2.78 -0.88
Cl -1.89 1.73 -1.66
Cl -1.19 2.48 1.52
Cl -1.36 -1.93 -0.85
Cl 1.50 -1.00 -1.62
Cl 1.25 -3.34 0.56
H 0.18 -0.44 2.13
*
```

Atomic partial charges in e from the Mulliken method, atoms 1 to 2: -0.392 0.745



Record 8
Below is a 2-piece molecular cluster, CHClF2OS2 overall, with properties calculated with the ωB97M-V functional and the def2-TZVPD basis.

**Gap between HOMO and LUMO (spin up / spin down)**: 4.3 / 3.8 eV

Geometry as ORCA input:
```
! RIJCOSX wB97M-V def2-TZVPD def2/J DEFGRID3
* xyz 0 1
C 0.37 -0.67 -0.41
O -1.02 1.45 -1.09
F 1.51 -0.71 -1.04
F 0.53 -1.34 0.78
S 1.47 2.10 0.02
S -0.29 1.14 0.12
Cl -2.07 -0.83 2.42
H -0.51 -1.14 -0.80
*
```

Atomic partial charges in e from the Mulliken method, atoms 1 to 2: 0.292 -0.396



Record 9
Below is a 2-piece molecular cluster, CHClF2OS2 overall, with properties calculated with the ωB97M-V functional and the def2-TZVPD basis.

**Gap between HOMO and LUMO**: 9.4 eV

Geometry as ORCA input:
```
! RIJCOSX wB97M-V def2-TZVPD def2/J DEFGRID3
* xyz 0 1
C 0.68 -0.56 0.36
O -0.32 0.57 -1.75
F 0.72 -0.55 1.71
F 0.81 -1.76 -0.23
S -0.81 2.25 0.51
S -0.67 0.56 -0.36
Cl -2.25 -0.72 -0.08
H 1.84 0.21 -0.16
*
```

Atomic partial charges in e from the Mulliken method, atoms 1 to 2: 0.202 -0.475



Record 10
Below is CHClFN as an isolated structure, with properties calculated with the ωB97M-V functional and the def2-TZVPD basis.

**Gap between HOMO and LUMO (spin up / spin down)**: 9.7 / 7.0 eV

Geometry as ORCA input:
```
! RIJCOSX wB97M-V def2-TZVPD def2/J DEFGRID3
* xyz 0 1
C 2.13 -1.07 0.12
N -0.88 0.13 -0.37
F -1.30 1.35 0.19
Cl 1.40 0.27 -0.02
H -1.34 -0.69 0.07
*
```

Atomic partial charges in e from the Mulliken method, atoms 1 to 2: -0.034 -0.236



Record 11
Below is an isolated molecule of CHClFN, with properties calculated with the ωB97M-V functional and the def2-TZVPD basis.

**SMILES**: F/N=C/Cl
**Gap between HOMO and LUMO**: 9.6 eV

Geometry as ORCA input:
```
! RIJCOSX wB97M-V def2-TZVPD def2/J DEFGRID3
* xyz 0 1
F -1.72 -0.83 0.44
N -1.01 0.37 0.26
C 0.41 0.07 -0.09
Cl 1.52 1.27 0.04
H 0.79 -0.87 -0.64
*
```

Atomic partial charges in e from the Mulliken method, atoms 1 to 2: -0.156 -0.159



Record 12
Below is CHClFNO2 as an isolated structure, with properties calculated with the ωB97M-V functional and the def2-TZVPD basis.

**Gap between HOMO and LUMO**: 8.9 eV

Geometry as ORCA input:
```
! RIJCOSX wB97M-V def2-TZVPD def2/J DEFGRID3
* xyz 0 1
C 1.34 -0.52 2.01
N 1.79 -0.77 0.76
O 1.70 -0.27 3.09
O 1.22 -0.47 -0.28
F -1.06 0.73 0.58
Cl 0.94 -2.50 1.78
H -0.18 0.56 0.19
*
```

Atomic partial charges in e from the Mulliken method, atoms 1 to 2: 0.595 0.189



Looking at F_max for the records above, in order, we have 0.31 2.23 3.20 5.04 3.36 1.96 3.21 4.42 5.96 2.20 7.22 4.05 eV/A.
Looking at energy relative to the best compared isomer or geometry (same formula, charge and spin) for the records above, in order, we have 0.002 0.158 3.646 0.694 0.174 2.114 0.988 4.921 2.203 8.357 3.420 1.068 eV.
Looking at calculated total energy for the records above, in order, we have -1419.27180 -1418.84826 -1935.69543 -1892.51025 -1817.35583 -2735.70244 -3482.28911 -1570.03577 -1570.13565 -653.19518 -653.37662 -803.84549 Eh.